13
Properties=species:S:1:pos:R:3:forces:R:3 method="wB97M-V/def2-TZVPD" homo_lumo_gap_ev=9.42 energy_ev=-13223.6698 fmax_ev_per_a=4.57 homo_energy_ev=-9.18 e_above_lowest_kj_mol=699.1
C -2.068 -0.270 0.016 -2.3 1.7 -1.7
N -1.654 -1.188 -0.774 -1.1 1.4 2.4
N -0.355 -1.516 -0.712 3.7 -0.1 -1.9
C 0.638 -0.747 -0.998 -0.8 -0.9 0.7
O 0.573 0.641 -1.064 -0.3 0.2 -1.3
N 1.355 1.256 0.007 2.0 -2.4 -3.4
C 0.846 0.761 1.171 -3.3 -0.4 -1.3
N -0.333 0.353 1.451 1.0 0.7 1.2
O -1.324 0.824 0.569 -1.2 -2.4 -0.5
H -3.241 -0.121 -0.031 2.7 0.1 0.5
H 1.648 -1.221 -1.192 -1.1 0.6 0.6
H 2.289 0.674 -0.196 -1.9 2.2 1.1
H 1.625 0.554 1.751 2.5 -1.0 3.5

=====

105
Properties=species:S:1:pos:R:3:forces:R:3 method="wB97M-V/def2-TZVPD" charge=-1 homo_lumo_gap_ev=6.53 energy_ev=-304121.2570 fmax_ev_per_a=1.51 homo_energy_ev=-4.97
C -5.098 -0.927 2.789 -0.4 0.5 1.2
C -3.709 -1.227 3.321 0.0 -0.7 -1.2
Br -3.838 -3.064 4.100 0.0 0.1 0.2
C -2.564 -1.270 2.278 -0.8 0.3 0.4
Br -3.298 -1.728 0.504 0.4 -0.2 0.1
C -1.852 0.098 2.282 0.4 0.9 -0.5
C -0.754 0.165 1.188 0.0 0.2 -0.2
C -0.767 1.349 0.224 0.3 -0.7 -0.5
O -0.619 2.624 0.822 -0.3 -0.1 -0.3
C -3.018 1.160 2.120 -1.0 1.1 -0.2
O -3.543 1.323 0.987 1.0 -0.4 0.3
O -3.409 1.710 3.172 0.0 -0.4 0.2
N -1.232 0.344 3.606 -0.1 -1.3 0.1
N -0.586 1.593 3.652 0.1 0.2 0.3
C -0.401 -0.764 4.086 0.5 0.3 0.1
C -0.944 -1.451 5.331 0.2 0.0 0.5
C -0.135 -2.682 5.828 -0.3 0.5 -0.3
C 1.058 -3.126 4.973 0.2 -0.4 0.2
C 0.682 -4.210 3.975 0.0 0.2 1.1
F -0.384 -3.904 3.218 0.1 0.0 -0.4
F 0.299 -5.291 4.728 0.1 -0.2 -0.2
C 1.871 -4.750 3.125 -0.3 -0.6 -0.2
F 2.975 -4.812 3.875 0.0 0.2 0.1
F 1.599 -6.013 2.759 -0.2 0.2 -0.3
S 2.255 -3.792 1.537 1.0 -0.2 -0.4
F 2.962 -5.081 0.921 0.1 -0.1 0.0
F 0.903 -4.257 0.887 -0.5 0.1 0.1
F 1.615 -2.474 2.099 -0.3 0.2 0.1
F 3.667 -3.334 2.096 0.1 0.2 0.2
F 2.594 -3.013 0.201 -0.1 0.0 -0.1
H -5.594 -1.808 2.406 0.1 0.0 -0.4
H -5.672 -0.619 3.667 -0.2 0.0 0.0
H -5.116 -0.082 2.106 0.2 -0.1 -0.2
H -3.421 -0.506 4.078 0.0 -0.2 0.3
H -1.909 -2.106 2.481 0.2 0.1 0.0
H 0.243 0.135 1.641 0.0 0.0 0.3
H -0.782 -0.719 0.548 -0.1 -0.1 0.0
H -1.656 1.266 -0.395 -0.2 0.3 0.1
H 0.070 1.209 -0.459 0.2 -0.1 0.1
H -1.494 3.021 0.761 -0.1 0.1 0.3
H 0.368 1.551 3.285 -0.1 -0.1 -0.2
H -0.491 1.832 4.631 -0.2 0.2 0.0
H -0.140 -1.479 3.304 -0.3 0.0 -0.1
H 0.560 -0.330 4.381 0.1 0.0 -0.1
H -0.926 -0.704 6.126 -0.1 0.1 0.0
H -1.982 -1.737 5.244 0.0 0.0 -0.3
H 0.238 -2.476 6.829 0.2 0.1 0.1
H -0.827 -3.510 5.957 0.0 -0.2 -0.1
H 1.620 -2.319 4.515 -0.2 0.1 -0.1
H 1.758 -3.629 5.638 0.1 0.0 0.0
C 3.590 2.174 -1.593 0.1 -0.4 -0.2
C 3.824 3.072 -2.789 0.1 0.6 0.2
O 2.508 3.333 -3.304 -0.1 -0.3 0.2
S 1.454 3.357 -2.087 0.4 -0.2 0.2
O 1.230 4.708 -1.717 -0.2 0.1 0.0
O 0.400 2.474 -2.415 -0.3 0.2 -0.3
O 2.393 2.679 -0.984 0.0 0.4 -0.2
H 3.407 1.145 -1.897 0.0 0.0 0.0
H 4.414 2.202 -0.885 -0.1 0.1 0.2
H 4.446 2.610 -3.545 -0.3 0.3 0.0
H 4.267 4.025 -2.486 0.0 0.0 0.0
C 4.836 0.218 -6.943 0.5 0.0 -0.1
C 4.982 -1.209 -6.458 -0.6 -0.2 -0.4
O 5.315 -1.079 -5.064 0.2 0.3 -0.1
S 4.587 0.203 -4.464 0.2 -0.8 -1.0
O 3.395 -0.208 -3.819 -0.1 0.3 0.4
O 5.576 0.986 -3.813 0.2 -0.2 0.3
O 4.196 0.897 -5.849 -0.1 -0.2 0.2
H 5.805 0.690 -7.122 0.0 0.0 0.0
H 4.226 0.295 -7.838 -0.2 0.1 0.1
H 5.764 -1.753 -6.981 0.1 0.0 0.2
H 4.037 -1.756 -6.526 0.3 0.2 -0.1
C 1.153 6.369 -6.090 -0.4 0.2 0.0
C 0.892 4.930 -6.472 0.2 -0.3 0.5
O 1.273 4.850 -7.856 0.0 0.4 -0.1
S 2.489 5.853 -8.131 -0.3 -0.1 0.5
O 3.707 5.129 -8.085 0.2 0.1 -0.1
O 2.153 6.671 -9.238 0.1 0.0 -0.2
O 2.364 6.710 -6.784 0.1 -0.3 -0.1
H 0.357 7.028 -6.444 0.0 0.0 0.0
H 1.280 6.497 -5.019 0.2 0.0 0.0
H -0.149 4.647 -6.350 0.0 0.0 -0.2
H 1.524 4.246 -5.902 0.0 0.0 0.0
C -6.856 3.115 5.748 0.1 0.1 0.4
C -6.091 1.811 5.702 0.3 0.0 -0.7
O -7.111 0.803 5.861 -0.4 0.3 0.3
S -8.470 1.301 5.180 0.8 0.2 0.0
O -8.558 0.749 3.880 -0.4 -0.1 -0.1
O -9.527 1.176 6.119 -0.1 -0.2 0.0
O -8.074 2.848 5.038 0.1 -0.2 -0.1
H -7.113 3.397 6.772 0.0 0.0 0.0
H -6.314 3.928 5.271 -0.1 0.0 -0.2
H -5.353 1.729 6.494 -0.1 -0.2 0.1
H -5.602 1.664 4.734 0.1 0.1 0.0
C 1.410 -4.025 -2.795 -0.5 0.0 0.2
C 1.324 -5.176 -3.773 0.4 -0.2 0.1
O 0.987 -4.556 -5.023 -0.1 0.2 0.1
S 1.651 -3.101 -5.093 -0.1 -0.2 0.6
O 2.867 -3.182 -5.834 -0.2 -0.1 0.1
O 0.651 -2.165 -5.435 -0.1 0.1 -0.3
O 2.016 -2.963 -3.547 0.2 -0.3 -0.3
H 0.421 -3.695 -2.471 0.0 0.0 0.0
H 2.015 -4.261 -1.924 0.2 0.2 -0.1
H 0.568 -5.906 -3.498 -0.1 0.1 -0.2
H 2.288 -5.676 -3.888 0.0 0.0 0.0

=====

96
Properties=species:S:1:pos:R:3:forces:R:3 method="wB97M-V/def2-TZVPD" charge=-1 homo_lumo_gap_ev=4.58 energy_ev=-128811.7660 fmax_ev_per_a=6.32 homo_energy_ev=-3.45
Be 0.215 -0.450 -0.050 -2.1 0.9 1.2
C -2.525 0.531 0.672 -1.2 1.2 0.0
O -2.450 -0.091 -0.417 0.6 -2.5 -4.7
O -3.473 1.264 0.957 -1.8 0.9 0.3
O -1.557 0.419 1.435 5.9 -0.9 2.2
As 0.658 -3.311 2.895 -1.8 -0.9 -0.4
F 2.327 -2.980 3.331 -1.1 -0.4 0.0
F -0.045 -2.174 4.089 1.1 -1.7 -0.6
F -0.990 -3.624 2.224 1.8 0.2 1.2
F 1.203 -4.406 1.505 0.1 1.0 1.5
F 0.576 -4.733 4.031 0.2 2.0 -1.5
F 0.761 -1.882 1.844 0.3 -0.2 -0.4
C 1.996 1.051 2.649 -0.6 1.1 0.3
O 1.778 1.207 1.224 0.1 -1.9 1.2
H 2.998 1.332 2.975 0.5 -0.4 -0.4
H 1.383 1.751 3.216 -0.5 0.2 -0.3
H 1.719 0.096 3.094 0.1 -0.3 -0.9
H 2.040 2.099 0.985 -0.4 0.3 -0.2
C -0.800 -3.581 -1.408 -0.5 0.2 -0.1
O 0.136 -3.027 -0.508 0.3 1.2 -0.8
H -1.797 -3.515 -0.972 0.0 -0.4 0.0
H -0.858 -3.008 -2.334 0.3 0.2 0.0
H -0.521 -4.599 -1.681 -0.2 -0.2 0.1
H 0.591 -3.729 -0.038 0.0 0.0 0.6
C 2.328 -4.421 -3.070 -1.0 -0.2 0.8
O 2.803 -4.714 -4.357 0.4 0.3 -0.5
H 1.885 -5.323 -2.648 0.1 -0.1 0.3
H 3.077 -4.041 -2.375 0.4 -0.1 -0.4
H 1.520 -3.689 -3.084 0.0 0.2 0.0
H 2.059 -4.569 -4.946 0.1 -0.1 -0.2
C 3.127 4.425 1.674 -0.1 0.6 2.0
O 2.217 3.808 0.843 -0.1 -0.5 -1.6
H 3.418 3.743 2.472 0.1 -0.3 -0.2
H 4.035 4.827 1.226 -0.1 0.1 -0.3
H 2.505 5.166 2.178 0.8 0.7 0.4
H 1.671 4.506 0.474 -0.3 -0.4 -0.2
C -0.327 0.598 5.760 0.2 0.5 -0.6
O -1.286 0.064 4.879 0.0 0.6 1.3
H -0.714 1.437 6.339 -0.7 -0.2 0.1
H 0.156 -0.069 6.473 -0.2 -0.5 0.0
H 0.467 1.092 5.200 0.5 -0.1 -0.3
H -1.026 -0.813 4.588 0.0 0.1 -0.2
C 0.982 3.026 -4.838 0.6 -0.5 -0.4
O 1.494 2.422 -3.650 -0.1 0.1 0.0
H -0.030 3.398 -4.678 0.3 0.1 0.2
H 1.698 3.776 -5.174 -0.4 0.5 0.0
H 0.953 2.292 -5.643 -0.2 -0.2 -0.1
H 2.449 2.371 -3.735 -0.1 -0.1 0.1
C -0.354 3.036 -1.025 -1.3 0.5 1.2
O 0.300 1.835 -1.251 0.5 -1.5 0.5
H 0.333 3.851 -0.799 0.2 0.3 -0.8
H -1.135 3.257 -1.752 0.4 0.2 -0.5
H -0.939 2.988 -0.106 0.0 -0.7 0.2
H 0.644 1.794 -2.147 0.0 0.1 -0.2
C -4.696 1.018 -2.455 1.9 0.5 1.4
O -3.387 1.727 -2.310 -2.2 -0.2 -1.5
H -4.946 0.602 -1.479 0.0 0.1 0.2
H -5.490 1.730 -2.681 0.3 0.0 -0.5
H -4.594 0.153 -3.110 -0.2 0.3 -0.5
H -2.925 1.247 -1.620 0.2 -0.8 0.9
C -0.499 -0.444 -3.594 -0.9 1.3 -0.9
O 0.463 -0.823 -2.663 0.7 -0.2 1.0
H -0.210 -0.803 -4.582 -0.5 -0.5 -0.1
H -1.514 -0.681 -3.276 0.1 -0.6 -0.1
H -0.531 0.638 -3.719 0.1 0.3 0.2
H 1.179 -1.220 -3.163 0.3 -0.1 0.6
C 3.543 -1.807 0.092 -0.8 0.2 -0.5
O 2.659 -0.933 -0.684 0.1 -1.0 1.0
H 3.661 -1.435 1.109 -0.1 -0.1 0.0
H 3.126 -2.814 0.087 -0.1 0.1 0.3
H 4.506 -1.856 -0.417 0.1 0.1 0.1
H 3.262 -0.511 -1.300 -0.7 0.2 -0.5
C -4.008 -2.092 2.767 -0.1 0.0 0.3
O -3.639 -1.181 3.771 -0.1 0.4 0.6
H -3.341 -2.947 2.874 0.0 -0.2 -0.9
H -5.029 -2.421 2.964 -0.3 -0.2 -0.3
H -3.977 -1.554 1.819 0.3 -0.3 -0.1
H -3.894 -1.627 4.582 0.2 0.3 0.3
C 4.312 1.426 -1.337 -0.5 0.7 -1.0
O 4.160 0.455 -2.440 0.7 0.8 1.2
H 5.110 2.131 -1.569 0.3 -0.2 0.1
H 3.394 2.013 -1.320 -0.1 0.0 0.4
H 4.473 0.985 -0.353 0.0 -0.4 -0.4
H 4.270 0.990 -3.230 0.0 -0.3 -0.2
C -5.117 -2.419 -1.478 1.0 -0.1 0.3
O -3.807 -2.447 -2.042 -0.3 -0.1 -0.8
H -5.125 -1.646 -0.709 -0.3 -0.2 0.3
H -5.904 -2.184 -2.195 0.2 0.0 -0.3
H -5.256 -3.425 -1.082 -0.6 0.1 0.3
H -3.251 -1.867 -1.517 0.2 0.6 0.4
C -0.831 4.113 2.973 -0.3 -1.0 0.6
O -1.036 3.044 3.888 0.0 0.1 0.0
H -1.297 5.014 3.372 0.1 0.4 -0.3
H 0.241 4.227 2.817 0.1 0.4 -0.3
H -1.324 3.786 2.057 0.1 0.2 0.0
H -0.408 3.125 4.609 0.0 0.0 0.1